[1]
Formula: C5H9NO
Source: OMol25
Level of theory: ωB97M-V with the def2-TZVPD basis set

Last column: Mulliken charge in e.
Atoms and positions in Å:
C -0.93 -0.82 0.00  -0.363
C -1.14 1.43 1.35  -1.050
C 2.19 -0.64 -1.40  -1.125
C -1.42 -0.05 1.25  0.677
C 0.83 -0.25 -0.88  0.266
N 0.52 -0.56 0.35  -0.501
O -2.15 -0.60 2.06  -0.584
H -1.45 -0.35 -0.84  0.280
H -1.14 -1.89 0.08  0.264
H 0.31 0.46 -1.55  0.305
H -1.95 1.93 1.88  0.372
H -0.22 1.58 1.93  0.269
H -1.02 1.89 0.36  0.293
H 2.11 -1.05 -2.40  0.318
H 2.80 0.27 -1.46  0.275
H 2.67 -1.35 -0.73  0.305

## Properties
- Max |F|: 0.107 hartree/bohr
- ΔE to the lowest compared entry with this formula, charge and spin: 3.483 eV
- HOMO energy: -8.69 eV
- Molecular weight: 99.1 g mol⁻¹


[2]
Formula: C5H9NO
Source: OMol25
Level of theory: ωB97M-V with the def2-TZVPD basis set

Last column: Mulliken charge in e.
Atoms and positions in Å:
C 0.75 0.38 -1.78  -0.499
N 0.68 -0.02 -0.54  0.156
C 1.15 -0.23 0.67  -0.774
C -0.16 -0.84 0.32  0.177
C -1.50 -0.28 0.74  0.551
O -2.46 -1.02 0.82  -0.559
C -1.57 1.18 1.16  -1.122
H 2.51 -1.73 -1.44  0.037
H 1.57 1.02 -2.07  0.281
H 0.00 0.03 -2.48  0.273
H 2.53 -1.67 -0.69  -0.091
H 1.49 0.49 1.40  0.237
H -0.22 -1.90 0.07  0.387
H -2.62 1.45 1.31  0.341
H -1.03 1.32 2.10  0.292
H -1.11 1.83 0.41  0.316

## Properties
- Max |F|: 0.009 hartree/bohr
- ΔE to the lowest compared entry with this formula, charge and spin: 5.435 eV
- HOMO energy (spin up / spin down): -7.86 / -7.86 eV
- Molecular weight: 99.1 g mol⁻¹


[3]
Formula: C5H9NO
Source: OMol25
Level of theory: ωB97M-V with the def2-TZVPD basis set

Last column: Mulliken charge in e.
Atoms and positions in Å:
C -2.11 -0.19 -0.03  -1.523
C -0.62 -0.38 -0.33  0.868
C 0.18 0.92 -0.11  -0.665
C 1.66 0.70 0.21  -0.760
O 2.27 -0.12 -0.78  -0.560
C -0.07 -1.49 0.46  0.039
N 0.38 -2.36 1.07  -0.487
H -2.51 0.63 -0.64  0.365
H -2.25 0.07 1.02  0.367
H -2.68 -1.09 -0.25  0.396
H -0.49 -0.68 -1.38  0.180
H 0.09 1.53 -1.02  0.344
H -0.27 1.50 0.71  0.310
H 1.75 0.25 1.20  0.406
H 2.17 1.67 0.23  0.371
H 2.49 -0.96 -0.37  0.346

## Properties
- Max |F|: 0.021 hartree/bohr
- ΔE to the lowest compared entry with this formula, charge and spin: 1.069 eV
- HOMO energy: -10.57 eV
- Molecular weight: 99.1 g mol⁻¹


[4]
Formula: C5H9NO
Source: OMol25
Level of theory: ωB97M-V with the def2-TZVPD basis set

Last column: Mulliken charge in e.
Atoms and positions in Å:
C -2.09 0.11 -0.13  -1.453
C -0.68 -0.49 -0.23  0.686
C 0.40 0.58 -0.23  -0.982
N 1.71 -0.05 -0.11  -0.341
C 2.73 0.67 -0.31  -0.301
C -0.47 -1.43 0.95  -0.077
O -0.77 -2.60 0.95  -0.486
H -2.21 0.68 0.80  0.352
H -2.85 -0.68 -0.15  0.372
H -2.28 0.80 -0.96  0.362
H -0.61 -1.11 -1.13  0.199
H 0.32 1.20 -1.13  0.491
H 0.25 1.25 0.63  0.335
H -0.07 -0.94 1.87  0.325
H 3.72 0.23 -0.21  0.268
H 2.68 1.74 -0.58  0.250

## Properties
- Max |F|: 0.010 hartree/bohr
- ΔE to the lowest compared entry with this formula, charge and spin: 1.824 eV
- HOMO energy: -9.52 eV
- Molecular weight: 99.1 g mol⁻¹


Please write out number 2 again, unchanged.
Formula: C5H9NO
Source: OMol25
Level of theory: ωB97M-V with the def2-TZVPD basis set

Last column: Mulliken charge in e.
Atoms and positions in Å:
C 0.75 0.38 -1.78  -0.499
N 0.68 -0.02 -0.54  0.156
C 1.15 -0.23 0.67  -0.774
C -0.16 -0.84 0.32  0.177
C -1.50 -0.28 0.74  0.551
O -2.46 -1.02 0.82  -0.559
C -1.57 1.18 1.16  -1.122
H 2.51 -1.73 -1.44  0.037
H 1.57 1.02 -2.07  0.281
H 0.00 0.03 -2.48  0.273
H 2.53 -1.67 -0.69  -0.091
H 1.49 0.49 1.40  0.237
H -0.22 -1.90 0.07  0.387
H -2.62 1.45 1.31  0.341
H -1.03 1.32 2.10  0.292
H -1.11 1.83 0.41  0.316

## Properties
- Max |F|: 0.009 hartree/bohr
- ΔE to the lowest compared entry with this formula, charge and spin: 5.435 eV
- HOMO energy (spin up / spin down): -7.86 / -7.86 eV
- Molecular weight: 99.1 g mol⁻¹


ΔE to the lowest compared entry with this formula, charge and spin of number 1 (C5H9NO)?
3.483 eV